ORCA calculation (wB97M-V/def2-TZVPD) on a cluster of 2 separate species, C3H9NO2 in total in a non-equilibrium geometry.

Structure (ORCA input):
```
! RIJCOSX wB97M-V def2-TZVPD def2/J DEFGRID3
* xyz 0 1
O -1.94 -0.93 1.52
O -2.84 0.42 -1.25
N -0.06 -0.38 0.38
C -0.75 -0.74 1.49
C 1.37 -0.25 0.28
C 1.72 0.71 -0.83
H -0.62 -0.35 -0.47
H 1.40 0.37 -1.82
H -0.09 -0.79 2.38
H -2.90 0.93 -0.43
H 2.79 0.84 -0.99
H 1.90 -1.19 0.08
H 1.72 0.14 1.23
H -2.97 -0.48 -0.90
H 1.27 1.70 -0.66
*
```

Output
Relative energy (zero: lowest compared OMol25 entry of this formula, charge and spin) in kcal/mol: 14.65
Energy in Ha: -324.94927

=====

ORCA calculation (wB97M-V/def2-TZVPD) on an isolated molecule of C2H4O2 in a non-equilibrium geometry.

Structure (ORCA input):
```
! RIJCOSX wB97M-V def2-TZVPD def2/J DEFGRID3
* xyz 0 1
O 1.48 -0.92 -0.01
O -1.22 -0.94 -0.09
C 0.91 0.16 -0.08
C -0.60 0.29 0.02
H 1.47 1.10 -0.19
H -0.69 0.99 0.97
H -0.44 -1.60 0.23
H -0.91 0.91 -0.85
*
```

Output
Relative energy (zero: lowest compared OMol25 entry of this formula, charge and spin) in kcal/mol: 38.33
Energy in Ha: -229.04549

=====

ORCA calculation (wB97M-V/def2-TZVPD) on a structure of composition C43H35BBrF2N2O8Ru.

Structure (ORCA input):
```
! RIJCOSX wB97M-V def2-TZVPD def2/J DEFGRID3
* xyz -2 6
Ru -0.15 1.10 -1.55
Br -5.26 -1.41 -3.62
F -2.64 2.64 -2.07
F -2.61 1.95 0.05
O 0.11 3.12 -2.44
O 1.85 -2.49 -3.09
O 1.35 4.51 -3.69
O 1.63 -0.90 -1.49
O 0.95 -0.39 3.33
O -1.24 -0.50 -0.62
O -0.80 -1.68 2.75
O 1.09 1.41 0.17
N -1.48 0.15 -3.49
N 1.47 1.06 -3.21
C 2.11 -4.04 -1.20
C -0.06 -1.23 3.85
C -1.05 -1.45 0.35
C -0.30 3.36 1.52
C -4.83 -1.87 0.74
C 2.50 -0.24 -4.97
C -0.66 -0.73 1.68
C 1.83 -1.17 -2.67
C 2.70 0.91 -5.68
C -2.62 -0.48 -3.20
C -2.42 -2.11 0.63
C 1.13 1.28 1.52
C -2.37 0.78 -5.60
C -3.57 -1.33 0.50
C -3.67 -0.51 -4.09
C -2.56 -3.44 1.01
C 5.30 2.21 2.35
C 4.42 3.16 1.84
C -0.96 -0.45 4.80
C 0.58 -2.43 4.53
C 1.94 -0.16 -3.67
C 0.77 -0.19 1.91
C 1.16 -3.41 -2.16
C 3.49 0.62 2.42
C 0.02 -2.73 -1.48
C 0.87 -3.17 0.70
C 4.83 0.94 2.64
C -1.13 4.42 3.52
C -0.05 -2.52 -0.13
C -3.82 -3.99 1.25
C 1.68 2.16 -3.90
C 2.60 1.56 1.92
C 1.02 3.39 -3.29
C 0.28 2.34 2.26
C -1.01 4.38 2.14
C -4.96 -3.21 1.11
C 3.10 2.83 1.62
C 0.20 2.42 3.65
C 1.93 -3.93 0.13
C 2.33 2.17 -5.12
C -3.56 0.14 -5.31
C -1.35 0.76 -4.66
C -0.51 3.43 4.27
B -1.93 1.99 -1.11
H -0.19 -3.16 4.79
H 2.96 -4.57 -1.62
H -5.71 -1.25 0.63
H -2.66 -0.94 -2.22
H 2.78 -1.21 -5.37
H 1.09 -2.12 5.44
H 2.42 3.56 1.19
H 6.35 2.46 2.51
H -0.37 0.00 5.61
H -3.46 -0.30 0.20
H -3.90 -5.03 1.53
H 2.48 3.10 -5.64
H -0.57 3.46 5.36
H 0.82 -3.06 1.77
H -1.69 5.21 4.00
H -1.46 5.16 1.53
H 3.15 -0.38 2.66
H 0.72 1.68 4.25
H 4.78 4.15 1.59
H -0.17 3.35 0.45
H -1.47 0.34 4.26
H -0.68 -2.22 -2.12
H 1.30 -2.89 3.86
H -1.70 -1.12 5.24
H 0.79 -4.16 -2.86
H -5.94 -3.63 1.29
H 1.48 -0.81 1.36
H 2.64 -4.40 0.81
H -4.39 0.13 -6.01
H -0.41 1.26 -4.85
H -1.39 0.08 1.79
H -1.68 -4.06 1.11
H -2.22 1.31 -6.54
H 5.50 0.19 3.03
H 3.15 0.86 -6.66
*
```

Output
Relative energy (zero: lowest compared OMol25 entry of this formula, charge and spin) in kcal/mol: 99.71
Energy in Ha: -5264.60149
⟨S²⟩: 8.838

=====

relative energy (zero: lowest compared OMol25 entry of this formula, charge and spin) of number 1 (C3H9NO2)?
14.65 kcal/mol

=====

Among the records above, which one has the highest energy?
C2H4O2

=====

The lowest relative energy (zero: lowest compared OMol25 entry of this formula, charge and spin) belongs to which entry?
C3H9NO2